{
  "formula": "C24H64AsCuF6NO21P5",
  "method": "ωB97M-V/def2-TZVPD",
  "e_homo_ev": -8.08,
  "lumo_ev": -1.69,
  "charge": 0,
  "homo_lumo_gap_ev": 6.390,
  "species": ["Cu", "As", "F", "F", "F", "F", "F", "F", "C", "O", "P", "O", "O", "C", "O", "C", "H", "H", "H", "H", "H", "H", "H", "H", "H", "C", "O", "P", "O", "O", "C", "O", "C", "H", "H", "H", "H", "H", "H", "H", "H", "H", "C", "O", "P", "O", "O", "C", "O", "C", "H", "H", "H", "H", "H", "H", "H", "H", "H", "C", "O", "P", "O", "O", "C", "O", "C", "H", "H", "H", "H", "H", "H", "H", "H", "H", "C", "O", "P", "O", "O", "C", "O", "C", "H", "H", "H", "H", "H", "H", "H", "H", "H", "C", "C", "C", "C", "C", "C", "N", "O", "C", "C", "C", "H", "H", "H", "H", "H", "H", "H", "H", "H", "H", "H", "H", "H", "H", "H", "H", "H", "H", "H"],
  "coordinates": [[3.222, -0.788, -2.985], [-0.243, 0.619, -1.143], [0.396, 1.508, 0.285], [-1.930, 1.051, -0.676], [-0.992, -0.275, -2.481], [1.378, 0.139, -1.713], [-0.314, -0.784, -0.021], [-0.152, 2.077, -2.206], [-8.151, 0.852, -0.766], [-6.761, 1.023, -0.900], [-6.038, 0.314, -2.175], [-6.920, 0.130, -3.319], [-4.796, 1.346, -2.486], [-4.103, 1.275, -3.725], [-5.326, -0.949, -1.514], [-4.702, -0.760, -0.231], [-8.651, 0.315, -1.572], [-8.659, 1.817, -0.761], [-8.463, 0.390, 0.170], [-4.593, 0.690, -4.504], [-3.096, 0.889, -3.568], [-4.004, 2.271, -4.158], [-4.503, 0.281, 0.023], [-3.753, -1.292, -0.152], [-5.257, -1.281, 0.550], [-1.612, 4.499, -1.783], [-2.293, 5.498, -1.109], [-2.791, 5.529, 0.435], [-3.766, 6.616, 0.758], [-3.408, 4.027, 0.769], [-4.857, 3.745, 0.638], [-1.381, 5.639, 1.244], [-0.526, 4.502, 1.522], [-2.231, 4.107, -2.589], [-1.457, 3.673, -1.089], [-0.680, 4.879, -2.202], [-4.967, 3.099, -0.233], [-5.356, 4.618, 0.216], [-5.353, 3.513, 1.580], [-0.938, 3.592, 1.086], [-0.454, 4.460, 2.609], [0.481, 4.654, 1.133], [1.603, -6.925, -3.223], [2.408, -5.779, -3.491], [1.962, -4.332, -3.043], [2.793, -3.207, -3.604], [0.419, -4.294, -3.575], [0.114, -4.044, -4.950], [1.874, -4.406, -1.433], [1.461, -3.226, -0.764], [2.130, -7.792, -2.824], [1.108, -7.348, -4.097], [0.774, -6.684, -2.557], [1.013, -4.281, -5.519], [-0.213, -3.010, -5.062], [-0.736, -4.699, -5.143], [2.121, -3.045, 0.084], [0.463, -3.341, -0.340], [1.413, -2.271, -1.287], [0.430, -2.877, 2.677], [-0.508, -3.601, 3.506], [-0.061, -3.824, 5.038], [1.277, -4.434, 5.306], [-0.226, -2.300, 5.554], [0.191, -1.906, 6.823], [-1.225, -4.621, 5.795], [-2.563, -4.141, 5.773], [0.283, -1.831, 2.947], [0.106, -2.972, 1.641], [1.453, -3.237, 2.787], [1.145, -1.379, 6.846], [0.252, -2.680, 7.588], [-0.583, -1.205, 7.134], [-2.970, -3.903, 6.757], [-3.229, -4.874, 5.318], [-2.656, -3.195, 5.239], [2.667, -0.991, -7.501], [2.840, 0.309, -7.023], [1.850, 0.825, -5.863], [1.843, 0.009, -4.620], [2.127, 2.423, -5.605], [1.110, 3.217, -4.947], [0.414, 0.877, -6.710], [-0.645, -0.060, -6.268], [3.510, -1.617, -7.209], [2.571, -1.051, -8.585], [1.767, -1.493, -7.144], [0.986, 4.143, -5.508], [1.594, 3.521, -4.019], [0.140, 2.732, -4.844], [-1.339, -0.224, -7.093], [-1.145, 0.283, -5.362], [-0.120, -1.007, -6.145], [5.350, 2.000, 2.274], [4.262, 0.923, 2.412], [4.700, -0.317, 3.279], [4.640, -0.047, 4.786], [3.180, 0.265, 5.172], [2.571, 1.443, 4.369], [2.910, 1.340, 2.920], [2.266, 2.303, 2.118], [1.072, 1.356, 4.698], [3.097, 2.732, 4.988], [4.069, 0.321, 0.954], [4.960, 2.866, 1.740], [6.269, 1.685, 1.780], [5.646, 2.309, 3.277], [4.051, -1.172, 3.086], [5.717, -0.624, 3.037], [5.379, 0.677, 5.128], [4.953, -0.972, 5.272], [3.045, 0.342, 6.251], [2.522, -0.576, 4.952], [0.569, 0.535, 4.189], [0.853, 1.177, 5.751], [0.587, 2.258, 4.324], [4.174, 2.786, 4.827], [2.591, 3.591, 4.546], [3.003, 2.856, 6.067], [5.002, 0.035, 0.469], [3.473, 0.935, 0.279], [3.501, -0.606, 1.036], [1.594, 1.844, 1.608]],
  "forces_ev_per_a": [[-1.320, -0.358, -0.713], [-2.336, 0.520, 0.536], [-0.338, -0.451, -1.729], [1.892, -0.135, -0.256], [0.990, 0.261, 0.827], [-0.332, 0.092, 0.461], [0.271, 0.876, -1.422], [0.254, -1.574, 1.230], [-1.904, 0.451, 0.074], [1.090, -0.432, -1.006], [1.146, 1.765, 0.732], [0.074, -0.796, -0.118], [-1.567, -0.825, 0.763], [0.480, 0.117, -0.632], [-0.226, 0.236, -0.273], [0.657, -0.600, 0.819], [0.540, -0.244, -0.177], [0.342, 0.320, -0.020], [0.660, -0.258, 0.145], [-0.318, -0.267, 0.329], [-0.037, -0.124, 0.216], [-0.112, 0.208, 0.333], [-0.240, -0.080, -0.134], [0.222, 0.148, -0.887], [-0.711, 0.455, -0.115], [0.138, -1.446, 0.247], [-1.745, 1.788, 1.459], [-0.602, -0.119, 0.462], [1.779, -1.464, -0.829], [0.253, 1.159, -0.089], [0.761, 1.525, -1.586], [-1.371, -0.485, -0.635], [-0.288, 0.162, 0.123], [-0.053, 0.077, -0.114], [0.430, -0.117, -0.370], [0.058, -0.016, 0.208], [0.084, -0.994, 0.756], [0.063, 0.539, 0.539], [0.558, -0.453, -0.154], [0.053, -0.044, 0.324], [-0.044, -0.370, -0.084], [-0.151, 0.274, -0.197], [-1.367, -0.840, 0.276], [0.768, 0.204, 0.147], [-1.058, 0.826, -0.546], [-0.601, -0.981, 0.951], [1.330, 0.320, 1.795], [0.046, -0.182, 0.531], [0.012, 0.042, -2.382], [-0.588, 1.010, 1.717], [0.683, 0.635, 0.282], [0.267, 0.628, -0.587], [0.218, 0.084, 0.240], [-0.380, 0.103, -0.553], [0.255, 0.000, -0.083], [0.231, -0.004, -0.456], [0.203, -0.264, -0.069], [-0.012, -0.345, -0.286], [0.240, -0.370, -0.825], [-0.705, 0.543, -0.102], [0.271, -0.986, 1.128], [1.461, 0.061, 0.540], [-1.982, 0.839, -0.588], [0.175, -1.245, -1.316], [-0.274, 0.971, 1.477], [0.459, 0.299, -0.649], [-0.938, 0.638, -0.270], [0.615, 0.112, -0.083], [-0.075, -0.230, 0.267], [-0.085, 0.065, 0.209], [0.091, -0.092, -0.472], [-0.113, -0.422, -0.319], [0.152, 0.142, 0.336], [0.536, -0.389, 0.363], [0.247, -0.068, -0.086], [0.152, -0.101, -0.327], [-0.198, -1.935, -0.464], [-0.198, 2.138, 1.453], [-1.773, 2.010, -1.221], [0.553, -0.077, -0.266], [0.167, -2.973, -1.321], [0.598, 0.743, 0.200], [0.786, -0.640, 1.836], [1.125, -0.153, -0.591], [0.062, 0.132, 0.078], [0.223, 0.643, -0.047], [-0.082, 0.188, 0.363], [-0.020, -0.240, -0.360], [-0.640, -0.305, 0.317], [0.318, -0.174, 0.222], [0.044, 0.544, 0.011], [0.169, -0.067, -0.063], [-0.466, -0.121, 0.569], [-0.386, 0.340, 1.085], [-0.424, -1.505, -1.302], [0.163, 1.251, 0.461], [-0.645, -0.712, -0.068], [0.549, -0.409, -0.936], [0.413, 0.003, 1.625], [-0.014, -1.529, 0.222], [0.755, 0.743, 0.656], [-0.438, 0.125, -1.480], [0.513, 0.713, -0.214], [-0.771, -0.223, 0.696], [-0.068, 0.010, 0.047], [-0.228, -0.412, -0.138], [0.083, 0.314, 0.015], [-0.162, 0.119, -0.211], [0.073, 0.144, -0.366], [-0.234, 0.434, -0.145], [-0.079, -0.136, 0.186], [0.137, 0.779, 0.030], [0.344, -0.562, -0.397], [0.214, -0.237, -0.278], [0.392, 0.453, 0.108], [-0.213, 0.117, 0.334], [0.020, 0.285, -0.269], [0.248, 0.119, -0.214], [-0.467, -0.505, 0.121], [0.267, 0.328, 0.190], [0.225, 0.441, 0.101], [-0.176, -0.136, 0.149], [-0.097, -0.387, -0.025]]
}